{"formula": "C5H13N2S", "method": "ωB97M-V/def2-TZVPD", "symbols": ["N", "C", "C", "H", "H", "C", "H", "H", "H", "H", "H", "H", "S", "N", "C", "H", "H", "H", "H", "C", "H"], "coordinates": [[0.30, 0.16, -0.24], [-0.78, 2.23, -1.17], [-0.97, 0.81, -0.62], [-1.75, 3.54, -2.58], [0.79, 0.79, 0.40], [-2.01, 2.65, -2.01], [-1.46, 0.23, -1.40], [1.95, -1.86, 0.36], [-0.63, 2.91, -0.33], [-1.59, 0.89, 0.28], [0.69, 1.37, -2.31], [1.78, -0.77, 1.79], [1.02, -2.99, 2.27], [0.38, 2.32, -2.10], [1.32, -1.58, 1.21], [-0.43, -1.77, -0.05], [1.22, 2.66, -1.65], [-1.99, 1.89, -2.82], [-0.72, -0.81, 1.42], [0.01, -1.04, 0.64], [-2.96, 2.50, -1.51]], "smiles": "C[C@H](N)CNCC[S-]", "homo_ev": -2.33, "total_charge": -1, "e_tot_ha": -706.01404, "orbital_gap_ev": 5.7}